Computed, not measured: a structure of composition C44H39AlFO2S2, with ωB97M-V with the def2-TZVPD basis set.

Last column: Löwdin charge in e.
CARTESIAN COORDINATES (ANGSTROEM)
Al: -1.4306 -0.7309 -1.9333  0.239
C: 6.6054 -4.0023 -0.9127  -0.035
C: 5.2474 -3.3588 -0.9675  -0.248
C: 4.1362 -3.9687 -0.3911  -0.021
C: 2.9024 -3.3408 -0.3967  -0.066
C: 2.7644 -2.0971 -1.0057  -0.354
C: 3.8593 -1.4769 -1.6039  -0.042
C: 5.0851 -2.1146 -1.5830  -0.018
S: 1.1986 -1.3211 -0.7221  1.163
O: 0.2860 -1.5578 -1.9488  -0.388
C: 1.6151 0.4121 -0.8009  -0.310
C: 1.7348 1.0496 -2.0539  -0.065
C: 1.9288 2.3969 -2.0897  0.007
C: 2.0148 3.1557 -0.8961  -0.137
C: 2.1741 4.5641 -0.9250  -0.014
C: 2.2705 5.2765 0.2351  -0.054
C: 2.2124 4.6203 1.4859  -0.053
C: 2.0277 3.2690 1.5502  -0.007
C: 1.9172 2.5050 0.3598  -0.108
C: 1.6751 1.1047 0.3899  -0.170
C: 1.3866 0.3709 1.6685  -0.169
C: 2.4370 -0.2220 2.4224  -0.104
C: 3.8020 -0.0039 2.0999  -0.005
C: 4.7847 -0.6284 2.8104  -0.051
C: 4.4566 -1.5000 3.8758  -0.053
C: 3.1537 -1.7183 4.2152  -0.018
C: 2.1075 -1.0865 3.4984  -0.140
C: 0.7479 -1.3207 3.8146  0.005
C: -0.2539 -0.7375 3.1005  -0.031
C: 0.0761 0.1075 2.0209  -0.286
S: -1.1686 0.8328 0.9677  1.174
O: -1.3750 -0.1828 -0.1657  -0.423
C: -2.6374 0.6749 1.9290  -0.398
C: -3.4861 -0.4102 1.7748  -0.056
C: -4.6652 -0.4369 2.4998  -0.010
C: -5.0091 0.6055 3.3610  -0.246
C: -6.3239 0.5947 4.0917  -0.035
C: -4.1297 1.6812 3.4972  -0.019
C: -2.9503 1.7317 2.7749  -0.060
H: 6.5411 -5.0600 -0.6621  0.082
H: 7.2208 -3.5137 -0.1534  0.091
H: 7.1229 -3.8995 -1.8665  0.087
H: 4.2374 -4.9424 0.0742  0.122
H: 2.0434 -3.8127 0.0728  0.119
H: 3.7602 -0.5128 -2.0859  0.109
H: 5.9399 -1.6362 -2.0492  0.125
H: 1.6526 0.4701 -2.9653  0.130
H: 2.0045 2.9088 -3.0438  0.133
H: 2.2144 5.0630 -1.8867  0.122
H: 2.3857 6.3531 0.2027  0.113
H: 2.3196 5.1966 2.3962  0.112
H: 1.9726 2.7642 2.5089  0.122
H: 4.0537 0.6695 1.2884  0.124
H: 5.8258 -0.4569 2.5630  0.113
H: 5.2482 -1.9925 4.4270  0.113
H: 2.9003 -2.3827 5.0342  0.121
H: 0.5103 -1.9841 4.6389  0.126
H: -1.2902 -0.9267 3.3485  0.115
H: -3.2307 -1.2107 1.0890  0.112
H: -5.3354 -1.2828 2.3905  0.125
H: -6.6412 -0.4210 4.3258  0.084
H: -7.0983 1.0452 3.4656  0.095
H: -6.2691 1.1700 5.0148  0.083
H: -4.3849 2.4976 4.1637  0.123
H: -2.2781 2.5799 2.8705  0.121
F: -1.6224 4.4413 -5.1802  0.066
C: -1.5708 3.3048 -4.4647  -0.286
C: -1.4999 3.3870 -3.0877  -0.008
C: -1.4372 2.2058 -2.3606  -0.113
C: -1.4422 0.9455 -2.9673  -0.184
C: -1.5289 0.9306 -4.3663  -0.090
C: -1.5908 2.0942 -5.1246  -0.005
H: -1.5003 4.3584 -2.6069  0.121
H: -1.3735 2.2951 -1.2815  0.071
H: -1.5456 -0.0190 -4.8954  0.103
H: -1.6595 2.0733 -6.2057  0.122
C: -5.0868 -2.9072 -2.5988  -0.091
C: -4.1350 -2.0262 -1.7894  -0.492
C: -4.6054 -0.5670 -1.8626  -0.086
C: -2.6735 -2.2031 -2.2664  -0.163
H: -6.1185 -2.8125 -2.2470  0.077
H: -4.8031 -3.9602 -2.5412  0.079
H: -5.0613 -2.6078 -3.6507  0.082
H: -4.1935 -2.3478 -0.7427  0.112
H: -4.6371 -0.2285 -2.9038  0.090
H: -3.9327 0.1086 -1.3187  0.051
H: -5.6046 -0.4439 -1.4361  0.083
H: -2.6871 -2.2672 -3.3687  0.075
H: -2.2939 -3.1745 -1.9422  0.070

Spin multiplicity ... 1
Charge ... +1
E_tot ... -81338.5743 eV
E_HOMO ... -10.8 eV

Computed, not measured: a structure of composition C44H39BeBr2INO2P at a distorted geometry, with ωB97M-V with the def2-TZVPD basis set.

Last column: Löwdin charge in e.
CARTESIAN COORDINATES (ANGSTROEM)
Be: -2.0010 -0.4181 1.8384  0.243
C: -3.4130 2.1391 3.1892  0.011
C: -3.3813 0.8887 4.0126  -0.248
C: -3.7979 0.7938 5.3513  0.014
C: -3.5589 -0.4227 6.0362  0.005
C: -3.0672 -1.5834 5.4081  -0.174
C: -2.7955 -2.8714 5.9597  -0.727
Br: -3.2714 -3.1876 7.6642  0.875
C: -2.2313 -3.8007 5.1392  -0.143
C: -1.7786 -3.5191 3.8375  -0.570
Br: -0.6405 -4.7360 2.9042  0.797
C: -2.0007 -2.3235 3.2786  -0.385
O: -1.6199 -1.9021 2.0949  -0.059
C: -2.6854 -1.3568 4.0331  -0.092
N: -2.8414 -0.1681 3.3800  0.154
H: -2.4118 2.5585 3.1228  0.082
H: -3.9854 3.0064 3.7057  0.130
H: -3.7145 1.9376 2.2259  0.044
H: -4.0822 1.6912 5.9077  0.119
H: -3.7616 -0.4055 7.1346  0.106
H: -2.1537 -4.8468 5.4362  0.109
I: 3.9921 -2.1520 1.0030  0.945
C: 5.4763 -0.9981 0.0391  -0.616
C: 6.5784 -0.8729 0.7788  -0.229
C: 7.8237 -0.6114 0.1711  -0.097
C: 7.8871 -0.5091 -1.1828  -0.034
C: 6.6687 -0.5289 -2.0342  -0.111
C: 6.7213 -0.4755 -3.4840  -0.023
C: 5.5727 -0.6313 -4.2158  -0.065
C: 4.3176 -0.7000 -3.5460  -0.091
C: 4.2155 -0.6828 -2.1691  -0.342
P: 2.4786 -0.3751 -1.5183  1.043
C: 1.5517 0.6935 -2.7926  -0.348
C: 1.8009 2.0569 -2.9315  -0.133
C: 1.1444 2.7900 -3.8903  -0.098
C: 0.1016 2.2381 -4.6478  -0.077
C: -0.2276 0.9032 -4.3981  -0.100
C: 0.5410 0.1307 -3.5610  -0.108
C: 1.5650 -1.9329 -1.6026  -0.489
C: 1.9390 -3.0370 -2.4111  -0.089
C: 1.0402 -4.0773 -2.6187  -0.094
C: -0.0521 -4.2057 -1.7688  -0.099
C: -0.3626 -3.2307 -0.8073  -0.062
C: 0.4501 -2.0434 -0.7832  -0.115
C: 5.3765 -0.7077 -1.3946  -0.215
H: 6.5311 -1.1318 1.8459  0.083
H: 8.7269 -0.6525 0.8930  0.137
H: 8.8346 -0.5018 -1.6868  0.097
H: 7.6858 -0.3712 -3.9778  0.110
H: 5.5463 -0.6259 -5.2458  0.077
H: 3.3847 -0.6608 -4.1738  0.122
H: 2.6189 2.5042 -2.4150  0.097
H: 1.4395 3.8640 -3.9824  0.116
H: -0.5046 2.8594 -5.3514  0.113
H: -1.0769 0.3914 -4.8481  0.101
H: 0.3139 -0.9184 -3.3667  0.099
H: 2.9187 -3.0156 -2.8709  0.094
H: 1.2776 -4.9394 -3.2602  0.108
H: -0.7371 -5.0724 -1.8831  0.109
H: -1.2724 -3.1402 -0.1832  0.095
H: 0.1312 -1.1206 -0.2551  0.090
C: 0.8861 3.2285 0.2771  -0.042
C: -0.1842 2.8237 1.2996  -0.343
C: 0.3309 1.5997 2.0727  -0.063
C: -1.4997 2.7186 0.5124  -0.142
C: -2.0077 3.9487 0.1695  -0.031
C: -3.1914 4.0037 -0.5775  -0.070
C: -3.8037 2.8526 -0.9692  -0.041
C: -3.3017 1.5895 -0.7027  -0.136
C: -4.0144 0.3408 -1.1199  -0.378
C: -4.8101 -0.4125 -0.0717  -0.056
C: -3.2342 -0.6273 -1.9872  -0.052
C: -2.1780 1.5452 0.1236  -0.238
O: -1.7108 0.3715 0.5694  -0.086
H: 1.8038 3.3636 0.7234  0.054
H: 0.6826 4.0974 -0.3201  0.078
H: 0.8712 2.3433 -0.3557  0.069
H: -0.3761 3.5544 2.0570  0.116
H: 0.5151 0.7379 1.3590  0.088
H: -0.3934 1.2097 2.8011  0.050
H: 1.1704 1.7353 2.7562  0.083
H: -1.5950 4.8304 0.4817  0.091
H: -3.5006 4.8891 -0.9211  0.059
H: -4.7244 2.9848 -1.5028  0.110
H: -4.7793 0.7270 -1.7927  0.124
H: -4.1462 -1.0433 0.5123  0.060
H: -5.6160 -1.0208 -0.3752  0.061
H: -5.3304 0.2401 0.6747  0.096
H: -2.4457 -1.1300 -1.5158  0.027
H: -2.7163 -0.0588 -2.8657  0.105
H: -3.9259 -1.4252 -2.4452  0.110

Spin multiplicity ... 1
E_tot ... -209724.2595 eV
E_HOMO ... -7.5 eV

For reference, ΔE to the lowest compared entry with this formula, charge and spin by record: 0.0; 16.3 kJ/mol.